Entry 1:
Formula: C2H6O2S
Source: OMol25
Level of theory: wB97M-V/def2-TZVPD

CARTESIAN COORDINATES (ANGSTROEM)
1 O -3.91 0.81 -1.26
2 C -3.31 1.56 -0.56
3 O -3.20 2.88 -0.85
4 H -2.87 1.31 0.42
5 H -2.55 3.30 -0.28
6 C 3.56 -2.13 1.74
7 S 3.08 -1.39 0.17
8 H 3.61 -1.39 2.54
9 H 2.89 -2.93 2.04
10 H 4.53 -2.59 1.63
11 H 1.75 -1.57 0.24

LUMO level   0.41 eV
Gap between HOMO and LUMO   9.569 eV
Structure (SMILES)   O=CO.CS
ΔE to the lowest compared entry with this formula, charge and spin   39.7 kJ/mol

How is the electron density shared among the atoms? According to natural (NBO), the charges in e are:
1 O -0.5356
2 C 0.6420
3 O -0.6793
4 H 0.0888
5 H 0.4841
6 C -0.7426
7 S -0.0397
8 H 0.2128
9 H 0.2245
10 H 0.2254
11 H 0.1197



Entry 2:
Formula: Cl3H3Si2
Source: OMol25
Level of theory: wB97M-V/def2-TZVPD

CARTESIAN COORDINATES (ANGSTROEM)
1 Cl -0.88 -1.83 -1.79
2 Si 0.32 -1.24 -0.28
3 Si -0.38 1.15 0.31
4 Cl 1.15 2.26 -0.47
5 Cl -0.37 1.46 2.31
6 H 0.06 -2.14 0.85
7 H 1.70 -1.38 -0.71
8 H -1.60 1.73 -0.22

LUMO level   0.31 eV
Gap between HOMO and LUMO   10.248 eV
Structure (SMILES)   Cl[SiH2][SiH](Cl)Cl
ΔE to the lowest compared entry with this formula, charge and spin   0.5 kJ/mol

How is the electron density shared among the atoms? According to natural (NBO), the charges in e are:
1 Cl -0.3705
2 Si 0.6998
3 Si 0.8539
4 Cl -0.3788
5 Cl -0.3599
6 H -0.1532
7 H -0.1412
8 H -0.1501